(1)
114
Properties=species:S:1:pos:R:3:forces:R:3 method="wB97M-V/def2-TZVPD" charge=-1 relative_energy_kcal_mol=0.0 gap_ev=6.59 energy_ev=-122002.387 lumo_energy_ev=2.0
Na 0.015811 -0.380770 -0.071197 0.2 0.0 -0.2
C -3.063921 2.826446 -2.617840 0.0 0.0 0.0
P -2.057033 1.291105 -2.424348 0.0 0.0 0.0
C -3.329542 0.068112 -2.929284 0.0 0.0 0.0
C -1.102958 1.421132 -4.004102 0.0 0.0 0.0
C -0.278541 0.170126 -4.320944 0.0 0.0 0.0
P 1.063443 -0.143129 -3.084258 -0.1 0.1 -0.1
C 2.254194 1.133728 -3.666707 0.0 0.0 0.0
C 1.808062 -1.634834 -3.849232 0.0 0.0 0.0
H -3.802702 2.882868 -1.815916 0.0 0.0 0.0
H -3.586403 2.843576 -3.577978 0.0 0.0 0.0
H -2.420080 3.703937 -2.550480 0.0 0.0 0.0
H -3.801621 0.355459 -3.873661 0.0 0.0 0.0
H -4.090996 0.007659 -2.149605 0.0 0.0 0.0
H -2.882549 -0.920298 -3.021427 0.0 0.0 0.0
H -0.452872 2.297782 -3.909181 0.0 0.0 0.0
H -1.803929 1.627983 -4.821045 0.0 0.0 0.0
H 0.163942 0.252871 -5.319991 0.0 0.0 0.0
H -0.915738 -0.717424 -4.318018 0.0 0.0 0.0
H 2.435319 1.052879 -4.742723 0.0 0.0 0.0
H 3.197234 1.015647 -3.131203 0.0 0.0 0.0
H 1.872438 2.129640 -3.441377 0.0 0.0 0.0
H 2.038014 -1.479196 -4.906847 0.0 0.0 0.0
H 1.110298 -2.464130 -3.738884 0.0 0.0 0.0
H 2.723470 -1.889159 -3.312015 0.0 0.0 0.0
C -2.646899 1.362239 1.287517 0.0 0.0 0.0
O -1.284014 1.057085 1.502900 0.0 0.0 0.1
Si -0.755074 0.226540 2.917227 -0.2 0.0 0.0
C -1.458171 1.194452 4.381473 0.0 0.0 0.0
C -1.787943 -1.352830 2.879343 0.0 0.0 0.0
C 1.013517 0.056706 2.790195 0.0 0.0 0.0
Si 1.702776 -1.556200 3.256656 -0.1 0.0 0.0
C 3.597188 -1.619521 3.207626 0.0 0.0 0.0
C 1.301569 -2.131347 5.023443 0.0 0.0 0.0
C 1.137452 -2.990701 2.158312 0.0 0.0 0.0
Si 1.968494 1.515221 3.313929 0.0 0.1 0.0
C 2.409537 1.539010 5.161296 0.0 0.0 0.0
C 1.065262 3.173452 3.024217 0.0 0.0 0.0
C 3.663334 1.745108 2.482180 0.0 0.0 0.0
H -3.113252 1.778115 2.186155 0.0 0.0 0.0
H -3.206027 0.472844 0.979182 0.0 0.0 0.0
H -2.719608 2.100196 0.486652 0.0 0.0 0.0
H -2.551066 1.237435 4.364357 0.0 0.0 0.0
H -1.074970 2.213294 4.449388 0.0 0.0 0.0
H -1.169433 0.671020 5.298209 0.0 0.0 0.0
H -2.839049 -1.096914 3.044779 0.0 0.0 0.0
H -1.497002 -2.056223 3.663148 0.0 0.0 0.0
H -1.732682 -1.871669 1.919912 0.0 0.0 0.0
H 4.050316 -0.965227 3.956096 0.0 0.0 0.0
H 3.969788 -1.320077 2.224613 0.0 0.0 0.0
H 3.935808 -2.640323 3.417786 0.0 0.0 0.0
H 1.682122 -1.416766 5.757952 0.0 0.0 0.0
H 1.753637 -3.106542 5.233937 0.0 0.0 0.0
H 0.223734 -2.223773 5.184680 0.0 0.0 0.0
H 1.362477 -2.832887 1.099725 0.0 0.0 0.0
H 0.058150 -3.138430 2.207103 0.0 0.0 0.0
H 1.598098 -3.927713 2.483011 0.0 0.0 0.0
H 1.500208 1.515266 5.768703 0.0 0.0 0.0
H 2.967830 2.444200 5.421048 0.0 0.0 0.0
H 3.018205 0.676225 5.445124 0.0 0.0 0.0
H 0.883571 3.680315 3.976265 0.0 0.0 0.0
H 0.100895 3.066327 2.523845 0.0 0.0 0.0
H 1.679767 3.839191 2.411709 0.0 0.0 0.0
H 4.379372 0.991528 2.813002 0.0 0.0 0.0
H 4.056068 2.725787 2.771564 0.0 0.0 0.0
H 3.651729 1.704981 1.391078 0.0 0.0 0.0
O 0.304034 -2.695930 -1.125559 0.1 0.0 0.1
Cl -1.101069 -2.879847 -1.437982 0.0 -0.1 -0.1
O -1.540499 -4.173191 -1.014444 0.0 0.0 0.0
O -1.293644 -2.724149 -2.859850 0.0 0.0 0.0
O -1.842706 -1.842300 -0.736095 0.0 0.1 0.1
N 1.057284 2.019482 -0.041646 -0.1 0.0 0.1
C 1.172421 3.219348 -0.725393 0.1 -0.1 0.0
C 2.415480 3.678300 -1.168692 0.0 0.0 0.0
C 2.509689 4.848444 -1.902799 0.0 0.0 0.0
C 1.375293 5.588935 -2.211877 0.0 0.0 0.0
C 0.139774 5.141903 -1.761062 0.0 0.0 0.0
C 0.034792 3.974032 -1.023431 0.0 0.0 0.0
H 0.248218 1.954486 0.571885 0.1 0.0 0.0
H 1.890974 1.704408 0.434534 0.0 0.0 0.0
H 3.303229 3.097596 -0.943289 0.0 0.0 0.0
H 3.482858 5.183807 -2.240679 0.0 0.0 0.0
H 1.454276 6.501653 -2.787781 0.0 0.0 0.0
H -0.755028 5.712551 -1.981353 0.0 0.0 0.0
H -0.928546 3.627356 -0.668030 0.0 0.0 0.0
C 3.967041 -5.574938 1.709651 0.0 0.0 0.0
C 5.028325 -5.289816 0.656032 0.0 0.0 0.0
C 4.509645 -4.450575 -0.506462 0.0 -0.1 0.0
N 4.103072 -3.106282 -0.108800 0.0 0.0 0.0
C 4.397377 -1.955855 -0.722753 -0.1 0.0 -0.1
S 3.469038 -0.590187 -0.591814 0.0 0.0 0.1
N 5.522067 -1.936126 -1.561544 0.0 0.0 0.0
C 6.831993 -2.339620 -1.344922 0.0 0.0 0.0
O 7.623873 -2.304786 -2.263596 0.0 0.0 0.0
C 7.248111 -2.750389 0.029196 0.0 0.0 0.0
C 8.218986 -3.740675 0.139748 0.0 0.0 0.0
C 8.657319 -4.143069 1.389811 0.0 0.0 0.0
C 8.142709 -3.539002 2.531193 0.0 0.0 0.0
C 7.200184 -2.526976 2.420611 0.0 0.0 0.0
C 6.750918 -2.130116 1.169784 0.0 0.0 0.0
H 4.353927 -6.242646 2.480379 0.0 0.0 0.0
H 3.083081 -6.041084 1.268727 0.0 0.0 0.0
H 3.646655 -4.658070 2.205934 0.0 0.0 0.0
H 5.396227 -6.230414 0.235365 0.0 0.0 0.0
H 5.882298 -4.791699 1.116494 0.0 0.0 0.0
H 3.638157 -4.944105 -0.949726 0.0 0.0 0.0
H 5.261807 -4.368680 -1.287380 0.0 0.0 0.0
H 3.286716 -3.038065 0.486273 0.0 0.0 0.0
H 5.431467 -1.303629 -2.343572 0.0 0.0 0.0
H 8.614187 -4.187146 -0.763341 0.0 0.0 0.0
H 9.398720 -4.926850 1.476743 0.0 0.0 0.0
H 8.482471 -3.854943 3.509468 0.0 0.0 0.0
H 6.800567 -2.048252 3.304871 0.0 0.0 0.0
H 6.019658 -1.335369 1.093790 0.0 0.0 0.0

***

(2)
106
Properties=species:S:1:pos:R:3:forces:R:3 method="wB97M-V/def2-TZVPD" charge=-1 gap_ev=6.31 energy_ev=-57529.737 lumo_energy_ev=2.3
C 8.396940 2.146286 0.546908 -0.5 1.0 -0.6
C 7.090216 2.322601 1.351507 0.7 -0.2 0.6
O 6.115496 1.349190 1.084274 0.0 0.3 -0.2
C 5.558114 1.471964 -0.261995 0.1 0.1 1.2
C 4.042363 1.518896 -0.132032 -0.1 -0.1 -0.8
C 3.286512 1.147055 -1.451651 0.0 -1.6 -0.1
C 2.346451 -0.008525 -1.018604 -1.6 0.9 0.5
O 4.123988 0.522832 -2.394110 1.0 0.5 0.5
B 3.509586 0.578278 -3.767909 0.2 0.3 1.1
O 2.552132 1.707850 -3.584960 -1.1 -0.1 -0.1
C 2.666580 2.330485 -2.309083 0.8 -1.1 -2.2
C 1.277565 2.874147 -1.986228 0.3 -0.1 1.2
C 0.122026 1.872345 -2.217534 -0.6 -0.4 0.1
P -1.080220 2.063863 -0.865423 -0.2 1.4 -0.9
O -1.194920 3.498947 -0.534633 0.1 0.3 0.5
O -2.570505 1.610085 -1.391209 1.1 -0.2 0.6
C -3.595814 2.572508 -1.086220 -1.6 -1.0 -0.4
C -4.969459 1.917570 -1.429628 0.8 0.8 0.5
O -0.623780 1.202753 0.419211 -0.7 0.2 -0.7
C -0.680236 1.910190 1.671269 0.6 -0.4 1.4
C 0.657491 2.625663 1.985820 -0.4 -0.6 -0.3
C 3.771878 3.429578 -2.600993 0.0 1.3 1.5
C 3.342949 4.869866 -2.307273 0.0 -0.3 -0.5
C 2.700524 5.541744 -3.342707 0.0 -0.6 -0.6
C 2.228222 6.815973 -3.210277 -0.6 0.8 -0.5
C 2.372814 7.499159 -2.019272 -0.3 0.5 -0.3
C 3.034882 6.877215 -0.998143 0.0 0.3 0.7
C 3.517885 5.586789 -1.128215 0.8 -0.6 0.7
C 4.241150 5.001365 0.069887 -0.6 -0.1 0.0
H 9.241504 2.626871 1.054295 -0.1 -0.3 0.1
H 8.604427 1.106165 0.288211 0.0 0.1 0.3
H 8.281381 2.708860 -0.391158 0.2 -0.4 0.0
H 6.681608 3.338919 1.219016 0.1 -0.1 -0.2
H 7.359009 2.249953 2.415708 -0.3 -0.2 -0.1
H 5.873870 0.582172 -0.807277 -0.1 0.3 -0.3
H 5.983758 2.392515 -0.675521 -0.1 -0.3 -0.4
H 3.786999 0.769070 0.624412 0.1 0.1 -0.1
H 3.648505 2.467848 0.245383 0.4 0.0 0.0
H 1.609890 0.376249 -0.286267 0.1 -0.3 -0.1
H 1.765845 -0.452764 -1.832347 0.4 0.1 -0.1
H 2.887938 -0.810078 -0.509187 0.3 0.2 -0.3
H 2.913504 -0.473646 -3.989253 -0.1 -0.1 -0.4
H 4.422152 0.838351 -4.543742 0.0 -0.1 -0.4
H 1.298986 3.218786 -0.939372 -0.1 0.0 -0.2
H 1.026552 3.771912 -2.554069 0.3 -0.1 0.0
H 0.433877 0.846340 -2.408715 0.1 0.2 0.1
H -0.422475 2.195299 -3.112262 -0.1 -0.2 0.2
H -3.619598 2.795984 -0.018460 0.4 0.3 -0.2
H -3.507818 3.469385 -1.699366 0.5 0.0 0.3
H -4.842905 1.168201 -2.211966 -0.2 0.1 0.1
H -5.621431 2.736480 -1.754568 -0.1 -0.3 -0.1
H -5.386515 1.513953 -0.503128 -0.1 -0.4 -0.4
H -0.795802 1.133239 2.437873 -0.2 -0.1 -0.4
H -1.547596 2.564106 1.774833 0.2 0.0 -0.5
H 1.307492 2.471030 1.119476 0.0 0.4 0.1
H 0.518230 3.686738 2.197339 0.1 -0.1 -0.1
H 1.145991 2.116051 2.822893 0.0 0.3 0.0
H 4.699488 3.239263 -2.052531 -0.2 -0.2 -0.1
H 4.038259 3.410630 -3.657727 -0.3 -0.4 0.1
H 2.560716 5.019467 -4.287688 0.0 0.0 0.1
H 1.723892 7.305123 -4.041572 0.1 -0.1 0.1
H 1.967191 8.502118 -1.921680 0.1 -0.1 0.1
H 3.170788 7.383532 -0.043281 0.0 0.0 -0.1
H 4.897585 4.182566 -0.216875 0.1 0.2 0.1
H 4.790860 5.765679 0.628416 0.0 -0.1 -0.2
H 3.484465 4.590376 0.755133 0.3 0.0 0.0
C -4.251242 -1.102109 1.028630 0.0 0.0 0.2
C -4.716130 -2.482394 1.480684 0.1 0.0 -0.1
C -5.586070 -3.197351 0.448384 0.0 -0.1 0.1
C -6.903062 -2.498110 0.108803 0.0 0.1 0.0
C -7.827027 -2.242567 1.298107 -0.1 -0.1 -0.1
C -8.296102 -3.520205 1.987776 0.0 0.1 0.1
H -5.091704 -0.421395 0.881358 0.0 0.0 0.0
H -3.596630 -0.658410 1.780962 0.0 0.0 -0.1
H -3.690994 -1.163881 0.093710 0.0 0.1 0.0
H -5.244057 -2.398867 2.435659 0.0 0.0 0.0
H -3.833415 -3.099961 1.672813 0.0 0.0 0.0
H -5.793953 -4.211051 0.806168 0.0 0.0 0.0
H -5.011921 -3.318807 -0.475739 0.0 0.0 0.0
H -7.436294 -3.105752 -0.630073 0.0 0.0 0.0
H -6.692798 -1.544910 -0.384928 0.0 0.0 0.0
H -8.705602 -1.697424 0.941365 0.0 0.0 0.0
H -7.338096 -1.590943 2.027546 0.0 0.0 0.0
H -8.816225 -4.174069 1.283987 0.0 0.0 0.0
H -8.987376 -3.283752 2.798931 0.0 -0.1 0.0
H -7.461449 -4.075502 2.418793 0.0 0.0 0.0
C 0.049030 -8.400676 3.237048 0.0 -0.1 -0.1
C 0.320596 -7.455984 2.070119 0.1 0.0 0.1
C -0.184602 -6.034189 2.308600 0.0 0.1 -0.1
C -1.696824 -5.906129 2.498683 0.0 -0.1 0.1
C -2.543271 -6.441606 1.344969 0.0 0.1 0.0
C -2.308240 -5.706025 0.029359 -0.1 -0.1 0.0
H -1.020694 -8.530397 3.410881 0.0 0.0 0.0
H 0.470218 -9.387133 3.033932 0.0 0.0 0.1
H 0.503412 -8.025142 4.156530 0.0 0.0 0.0
H -0.114682 -7.867541 1.155166 0.0 0.0 0.0
H 1.400059 -7.412709 1.901859 0.0 0.0 -0.1
H 0.132314 -5.403377 1.473722 0.0 0.0 0.0
H 0.310434 -5.625637 3.195434 0.0 0.0 0.0
H -1.936625 -4.848951 2.652952 0.0 0.0 0.0
H -1.993734 -6.416914 3.420019 0.0 0.0 0.0
H -3.598585 -6.340999 1.616177 0.0 0.0 0.0
H -2.364486 -7.511674 1.203993 0.0 0.0 0.0
H -2.512947 -4.638706 0.139405 0.0 0.0 0.0
H -2.970242 -6.097546 -0.745140 0.0 0.1 0.0
H -1.282433 -5.824617 -0.322398 0.0 0.0 0.0